(1)
Molecular formula: C35H56ILiN6OP3
Method: DFT, wB97M-V/def2-TZVPD

```
103
Properties=species:S:1:pos:R:3:mulliken_charge:R:1
Li 2.055 -0.157 -3.053 1.214
C -0.099 1.335 1.743 -1.289
P 0.486 1.618 3.568 -0.207
C -0.443 0.484 4.482 -0.100
N -1.707 0.650 4.877 0.133
C -2.385 -0.443 5.342 0.316
C -3.754 -0.382 5.652 -0.547
C -4.387 -1.512 6.146 -0.441
C -3.699 -2.777 6.291 -0.594
C -2.367 -2.886 5.925 -0.472
C -1.700 -1.758 5.359 0.184
N -0.364 -1.897 5.055 -0.116
C 0.138 -0.830 4.457 0.174
P 1.680 -0.965 3.522 0.200
C 1.274 -2.492 2.552 -1.452
C 2.975 -1.497 4.751 1.925
C 2.384 -2.105 6.014 -1.866
C 3.792 -0.289 5.275 -1.559
C 3.806 -2.537 3.984 -1.781
C -0.277 3.215 4.040 1.989
C 0.556 4.338 3.363 -1.857
C -1.709 3.337 3.531 -1.810
C -0.273 3.550 5.532 -1.561
H -1.103 0.906 1.848 0.424
H 0.537 0.570 1.191 0.200
H -0.091 2.245 1.135 0.459
H -4.256 0.557 5.601 0.460
H -5.416 -1.443 6.382 0.440
H -4.282 -3.600 6.767 0.338
H -1.675 -3.745 6.009 0.412
H 0.543 -2.222 1.696 0.250
H 0.771 -3.215 3.182 0.410
H 2.189 -2.895 2.076 0.463
H 1.801 -1.295 6.483 0.416
H 3.183 -2.413 6.721 0.490
H 1.627 -2.893 5.844 0.318
H 3.222 0.627 5.518 0.267
H 4.451 0.147 4.470 0.358
H 4.424 -0.511 6.148 0.387
H 3.234 -3.506 3.926 0.392
H 4.715 -2.801 4.608 0.431
H 4.330 -2.166 3.050 0.286
H 0.574 4.187 2.280 0.334
H 1.604 4.318 3.648 0.447
H 0.142 5.323 3.609 0.453
H -1.862 3.053 2.482 0.234
H -2.033 4.336 3.736 0.612
H -2.289 2.688 4.209 0.374
H 0.699 3.874 5.897 0.363
H -0.651 2.765 6.248 0.305
H -0.973 4.439 5.627 0.413
O 0.619 -0.355 -4.162 -0.989
P -0.754 -0.482 -4.808 -0.713
N -1.512 -1.882 -4.347 0.229
C -2.523 -1.835 -3.242 -0.281
C -2.485 -3.199 -2.551 -0.678
C -1.115 -3.749 -2.843 -0.580
C -0.697 -3.178 -4.228 -0.664
N -0.649 -0.644 -6.432 0.639
C -0.933 -1.894 -7.186 -0.363
C -0.925 -1.451 -8.656 -0.643
C 0.166 -0.355 -8.641 -0.855
C -0.187 0.403 -7.336 -0.513
N -1.651 0.933 -4.372 0.489
C -1.424 1.830 -3.161 -0.304
C -2.730 2.625 -2.997 -0.727
C -3.191 2.848 -4.402 -0.657
C -2.917 1.439 -5.057 -0.467
H -3.549 -1.555 -3.610 0.184
H -2.232 -1.046 -2.547 0.151
H -3.293 -3.820 -2.972 0.279
H -2.791 -2.941 -1.531 0.411
H -0.998 -4.815 -2.721 0.454
H -0.365 -3.329 -2.111 0.119
H -0.920 -3.834 -5.024 0.313
H 0.373 -2.888 -4.247 0.362
H -1.879 -2.318 -6.778 0.310
H -0.045 -2.554 -7.048 0.254
H -1.850 -0.902 -8.926 0.291
H -0.670 -2.244 -9.361 0.364
H 0.170 0.228 -9.520 0.415
H 1.146 -0.843 -8.617 0.311
H -1.019 1.096 -7.664 0.184
H 0.582 0.994 -6.877 0.349
H -0.520 2.481 -3.363 0.147
H -1.157 1.133 -2.305 0.170
H -2.568 3.427 -2.350 0.457
H -3.444 1.969 -2.393 0.218
H -2.592 3.661 -4.831 0.301
H -4.245 3.143 -4.525 0.382
H -2.837 1.415 -6.160 0.254
H -3.723 0.793 -4.718 0.245
I 4.092 4.858 -0.827 0.183
C 4.453 2.854 -1.151 -0.285
C 5.575 2.176 -0.666 -0.210
C 5.665 0.823 -0.921 -0.695
C 4.723 0.131 -1.677 -0.139
N 3.672 0.780 -2.105 -0.527
C 3.503 2.106 -1.873 -0.091
H 6.392 2.684 -0.212 0.479
H 6.467 0.278 -0.488 0.425
H 4.769 -0.930 -1.922 0.436
H 2.625 2.603 -2.338 0.362
```

Computed properties:
Total energy ... -3100.17108 Ha
HOMO energy ... -8.813 eV
Energy above the lowest of the compared OMol25 structures with the same formula, charge and spin ... 28.7 kcal per mole
LUMO level ... -2.4 eV
Charge ... +1
Orbital gap ... 6.39 eV

(2)
Molecular formula: C43H62BIN10NdOS3
Method: DFT, wB97M-V/def2-TZVPD

```
122
Properties=species:S:1:pos:R:3:mulliken_charge:R:1
Nd 9.990 15.918 13.168 0.465
C 12.695 18.750 10.752 -1.799
C 11.382 18.691 9.999 -0.173
C 10.078 18.714 10.826 -1.550
N 9.401 17.529 11.266 0.365
C 8.398 17.136 10.510 1.087
C 8.205 17.497 9.132 -0.708
C 7.153 17.489 8.237 -0.707
C 5.808 17.208 8.418 -0.808
C 5.316 16.811 9.653 -0.525
C 5.931 16.362 10.815 -0.801
C 7.324 16.380 11.238 0.999
N 7.732 15.778 12.368 0.453
C 6.775 15.452 13.388 0.042
C 6.525 16.682 14.353 -1.181
C 7.622 17.120 15.287 -0.634
N 8.834 17.579 14.602 0.328
C 9.547 18.531 15.103 0.462
C 9.329 19.098 16.412 -0.957
C 9.667 20.342 16.976 -0.336
C 10.390 21.382 16.396 -0.684
C 11.186 21.269 15.277 -0.747
C 11.400 20.146 14.533 -0.172
C 10.841 18.909 14.363 1.221
N 11.344 17.908 13.714 0.372
C 12.748 17.985 13.299 0.532
C 12.975 17.684 11.830 1.510
H 13.494 18.750 10.044 0.441
H 12.775 19.731 11.203 0.369
H 11.283 19.598 9.306 0.321
H 11.348 17.883 9.315 0.186
H 10.244 19.384 11.664 0.284
H 9.318 19.276 10.215 0.753
H 9.147 17.822 8.753 0.296
H 7.341 17.929 7.302 0.411
H 5.129 17.268 7.577 0.343
H 4.194 16.658 9.698 0.211
H 5.256 15.937 11.570 0.212
H 5.817 15.099 13.059 0.673
H 7.133 14.506 13.926 -0.783
H 6.119 17.490 13.758 0.152
H 5.790 16.345 15.057 0.663
H 7.117 17.848 15.963 0.455
H 7.881 16.309 15.977 0.660
H 8.727 18.427 17.087 0.353
H 9.340 20.451 18.016 0.344
H 10.576 22.265 17.021 0.233
H 11.684 22.146 14.883 0.337
H 12.136 20.325 13.733 0.007
H 13.053 18.983 13.489 0.540
H 13.337 17.296 13.886 -1.752
H 14.002 17.323 11.731 0.801
H 12.260 16.879 11.573 -1.699
C 10.151 14.659 8.745 -1.345
C 11.100 13.521 8.368 1.674
C 10.364 12.764 7.305 -2.448
C 12.435 14.029 7.804 -1.711
N 11.289 12.649 9.594 0.643
C 11.109 11.260 9.581 -0.153
C 11.486 10.833 10.810 -1.400
N 11.831 11.879 11.564 0.091
B 12.208 11.760 13.106 0.662
N 10.892 11.679 13.950 1.095
C 10.820 10.735 14.987 -0.811
C 9.572 10.371 15.249 -0.881
N 8.776 11.065 14.321 0.765
C 9.599 11.870 13.571 -1.074
S 9.165 13.080 12.463 0.075
C 7.519 10.515 13.837 1.427
C 7.836 9.449 12.803 -1.497
C 6.628 10.004 14.936 -1.470
C 6.626 11.437 13.045 -1.975
N 13.407 12.536 13.648 0.436
C 14.671 12.113 13.415 -1.052
C 15.520 12.902 14.061 -0.644
N 14.790 13.902 14.699 0.686
C 13.478 13.607 14.457 -0.222
S 12.167 14.519 15.035 -0.307
C 15.366 14.792 15.820 1.587
C 14.677 14.513 17.165 -1.564
C 16.826 14.415 15.978 -2.224
C 15.198 16.311 15.458 -1.425
C 11.763 12.987 10.836 -0.588
S 12.264 14.532 11.296 0.100
H 10.029 15.382 7.957 0.712
H 10.538 15.179 9.602 -0.315
H 9.111 14.402 8.949 0.524
H 10.096 13.462 6.555 0.499
H 9.438 12.359 7.723 0.483
H 10.839 11.906 6.925 0.551
H 12.178 14.483 6.818 0.418
H 13.207 13.273 7.662 0.404
H 12.831 14.768 8.504 0.216
H 10.724 10.669 8.752 0.441
H 11.431 9.892 11.206 0.774
H 12.578 10.614 13.129 -0.305
H 11.768 10.462 15.389 0.676
H 9.231 9.645 16.005 0.378
H 8.255 8.543 13.258 0.382
H 8.568 9.762 12.037 0.194
H 6.901 9.053 12.275 0.370
H 7.031 9.184 15.546 0.404
H 5.728 9.650 14.323 0.392
H 6.271 10.759 15.641 0.170
H 7.091 11.608 12.084 0.580
H 6.312 12.373 13.553 -0.046
H 5.733 10.885 12.785 0.715
H 14.772 11.326 12.689 0.681
H 16.634 12.950 14.064 0.405
H 14.796 13.417 17.549 0.268
H 13.641 14.839 17.223 0.299
H 15.303 15.074 17.901 0.477
H 16.894 13.326 16.287 0.464
H 17.288 15.031 16.711 0.496
H 17.393 14.626 15.036 0.429
H 14.151 16.622 15.665 0.232
H 15.290 16.412 14.352 0.250
H 15.863 16.936 16.058 0.481
I 6.452 13.725 16.914 -0.693
O 9.336 14.730 15.330 -0.262
H 10.013 13.990 15.492 -0.054
H 8.505 14.446 15.711 -0.407
```

Computed properties:
Total energy ... -4377.28243 Ha
HOMO energy (spin up / spin down) ... -4.449 / -4.453 eV
Expectation value of S² ... 3.75
LUMO level (spin up / spin down) ... 2.1 / 2.1 eV
Spin multiplicity ... 4
Charge ... -1
Orbital gap (spin up / spin down) ... 6.54 / 6.54 eV